Density functional theory data (the ωB97M-V functional and the def2-TZVPD basis) for a structure of composition C49H70BF6N8O8P2S2Ti in a non-equilibrium geometry.

CARTESIAN COORDINATES (ANGSTROEM)
Ti (-0.636703, 0.191704, 0.378643)
S (-1.717045, 2.078776, 2.005535)
S (-2.246146, 2.768172, -0.401904)
P (2.224927, 2.748943, 0.851943)
P (-0.228345, -3.089398, -1.606059)
F (-2.204060, 1.266002, 4.488922)
F (-5.001123, 4.332587, 0.388537)
F (-3.497712, 2.912154, 3.982897)
F (-5.142469, 3.144558, -1.409805)
F (-1.424344, 3.268642, 4.442813)
F (-4.768035, 2.180498, 0.491786)
O (-0.906645, 1.827332, -0.242902)
O (-5.688719, -1.182279, -0.239636)
O (0.566124, -0.371558, 3.123450)
O (-0.293408, 1.939512, 2.248026)
O (-2.363277, 0.796011, 1.784662)
O (2.031413, -0.777951, 0.926447)
O (-2.191609, -3.865733, 4.970474)
O (-1.804664, 3.898910, -1.204374)
N (1.663421, 1.366034, -1.615952)
N (3.678779, -1.359394, -0.510823)
N (-2.256498, 3.272570, 1.232043)
N (-3.326898, -1.595713, 0.759732)
N (-1.006187, -1.575514, 1.332856)
N (-2.622236, -2.575792, 2.728149)
N (0.775528, -0.567211, -2.479795)
N (3.647303, -2.218095, 1.635124)
C (2.816485, 2.085673, -3.743012)
C (-3.035939, -4.495742, 4.076529)
C (2.415839, 0.611627, -5.608821)
C (-1.313510, -4.705826, -3.862191)
C (1.462042, 0.347103, 3.934236)
C (-3.239708, -3.805007, 2.857942)
C (-4.642670, -0.614706, -0.941240)
C (-2.101042, -5.123198, -1.495736)
C (1.445571, 4.559863, 2.777709)
C (1.476798, -3.888232, 3.811841)
C (-4.643502, -5.621717, 2.109967)
C (2.985445, 1.757388, -5.079782)
C (-4.776760, 0.080652, -2.121348)
C (1.502614, 0.064111, -3.471561)
C (0.397432, 4.906688, 0.570514)
C (-2.263185, 2.429131, 3.805718)
C (-2.808959, -3.109460, -2.717467)
C (-1.649945, -4.622406, 6.018868)
C (-0.122981, -2.350259, 2.106813)
C (-1.634056, -4.068673, -2.504316)
C (0.661538, -4.509582, 2.884814)
C (0.694979, -1.719334, 3.072874)
C (1.887319, -4.347888, -0.434577)
C (1.781648, 2.678880, -0.986943)
C (4.646564, 3.091952, 2.222087)
C (-2.276089, -1.896107, 1.558940)
C (-4.045002, -4.394523, 1.880922)
C (-2.399270, 0.465876, -2.142070)
C (-0.045444, -1.700013, -2.863692)
C (-3.358010, -0.801308, -0.375966)
C (-2.209109, -0.251029, -0.952186)
C (1.714908, 4.577036, 1.267146)
C (3.044795, -1.411749, 0.698575)
C (4.596599, 1.404198, 0.430310)
C (1.498926, -2.489739, 3.900362)
C (1.352625, -5.493735, -2.548295)
C (4.909168, 3.738790, -0.191865)
C (-4.453928, -6.282488, 3.309116)
C (-3.642976, -5.714200, 4.292154)
C (-4.429109, 3.280425, -0.247005)
C (-0.130928, -3.751226, 2.042333)
C (-3.641214, 0.608698, -2.728859)
C (2.457670, -3.298517, -2.627268)
C (-6.963896, -0.625315, -0.445386)
C (2.060958, 1.248272, -2.933953)
C (1.672826, -0.245568, -4.812891)
C (1.415279, -4.123578, -1.874631)
C (2.668413, 5.735438, 0.956120)
C (4.173268, 2.825893, 0.790547)
B (0.782754, 0.255748, -1.278738)
H (1.206968, -1.108657, -5.267480)
H (1.187994, 1.390654, 3.799799)
H (2.094514, -4.469030, 4.481583)
H (-1.980846, -2.394319, 3.493718)
H (-1.066968, -1.346449, -3.035100)
H (-6.932617, 0.464235, -0.364596)
H (3.443793, -3.750955, -2.504952)
H (4.643479, -1.622125, -0.589997)
H (2.492942, 3.293462, -1.546255)
H (-2.234172, -4.804574, -4.440026)
H (4.159758, 0.697102, 1.125938)
H (1.258701, -5.087719, 0.054377)
H (-0.029693, 5.813287, 1.000256)
H (2.530736, 0.388759, -6.660369)
H (-4.925785, -7.236176, 3.494802)
H (3.622908, 5.655686, 1.470132)
H (2.362933, 4.472364, 3.361260)
H (-5.267468, -6.061532, 1.344755)
H (2.197027, 6.657749, 1.299393)
H (0.340922, -2.122672, -3.793799)
H (3.347573, -0.628339, -1.121576)
H (2.308881, -5.996520, -2.393129)
H (0.791692, 3.145407, -1.049459)
H (5.693873, 2.802873, 2.333863)
H (1.201914, -5.408310, -3.619387)
H (0.940549, 5.480432, 3.075812)
H (-4.184057, -3.898428, 0.933315)
H (0.787665, 3.726153, 3.008995)
H (-0.628344, -4.083898, -4.435314)
H (-4.234914, -1.703734, 1.193340)
H (-3.496733, -6.242090, 5.222638)
H (-5.744474, 0.235399, -2.568244)
H (3.247437, 3.004094, -3.373164)
H (2.830188, 5.835134, -0.114657)
H (3.056236, -2.448175, 2.431463)
H (2.496818, -2.286523, -2.243244)
H (2.109365, -2.033528, 4.665854)
H (-7.370092, -0.906824, -1.423943)
H (1.816118, -3.425066, 0.133259)
H (4.808674, 3.363240, -1.207590)
H (-0.775078, -4.226869, 1.316658)
H (4.562028, 4.140001, 2.497849)
H (-0.895248, -3.988385, 6.483946)
H (5.683281, 1.304203, 0.466409)
H (-1.284400, -5.746179, -1.139115)
H (-0.894930, -5.702275, -3.762759)
H (-2.691820, -2.518046, -3.622980)
H (5.971722, 3.731659, 0.060721)
H (0.518984, 5.086537, -0.495564)
H (-3.729947, -3.683455, -2.817672)
H (4.206151, -2.982147, 1.293259)
H (-3.749639, 1.163468, -3.647259)
H (2.493495, 0.196532, 3.597738)
H (-2.849960, -5.772182, -1.946798)
H (-2.917165, -2.434432, -1.874868)
H (3.546011, 2.422746, -5.720674)
H (0.578599, -6.122066, -2.120386)
H (2.244065, -3.270037, -3.693870)
H (0.630934, -5.589057, 2.824851)
H (-2.409934, -4.884021, 6.764264)
H (-2.549094, -4.627731, -0.637060)
H (4.577732, 4.766516, -0.170851)
H (2.916044, -4.709425, -0.411738)
H (1.367773, 0.065891, 4.990471)
H (-7.601804, -1.033388, 0.339521)
H (4.051217, 2.503917, 2.918972)
H (4.266358, 1.168461, -0.577298)
H (-1.550298, 0.940306, -2.621737)
H (-1.169357, -5.534535, 5.647878)
H (-0.332069, 4.116261, 0.707474)

Cartesian forces (eV/Å) of the 2 atoms listed first:
Ti 1.4 0.6 -0.9
S -1.7 2.7 3.6

Relative energy (zero: lowest compared OMol25 entry of this formula, charge and spin) = 61.3 kcal/mol
Gap between HOMO and LUMO = 5.07 eV
Net charge = -1
Max |F| = 5.5 eV/A
LUMO energy = 1.896 eV
E_tot = -160595.6137 eV

Results of the Löwdin charge analysis, in e, for atoms 1 through 99: Ti 1.009; S 0.547; S 0.783; P 1.220; P 1.219; F 0.097; F 0.020; F 0.129; F -0.001; F 0.106; F -0.013; O -0.642; O -0.103; O -0.112; O -0.393; O -0.326; O 0.015; O -0.099; O -0.414; N 0.010; N 0.180; N -0.316; N 0.178; N 0.036; N 0.156; N -0.009; N 0.190; C -0.023; C -0.203; C -0.121; C -0.093; C -0.062; C -0.165; C -0.218; C -0.112; C -0.113; C -0.095; C -0.095; C -0.117; C -0.017; C -0.181; C -0.115; C -0.602; C -0.106; C -0.090; C -0.205; C -0.674; C -0.096; C -0.242; C -0.138; C -0.264; C -0.114; C -0.301; C -0.022; C -0.150; C -0.301; C -0.217; C -0.170; C -0.648; C -0.663; C -0.131; C -0.050; C -0.105; C -0.091; C -0.098; C -0.028; C -0.601; C -0.041; C -0.060; C -0.105; C -0.080; C -0.174; C -0.029; C -0.643; C -0.104; C -0.679; B -0.419; H 0.097; H 0.075; H 0.101; H 0.147; H 0.063; H 0.101; H 0.085; H 0.116; H 0.076; H 0.080; H 0.054; H 0.068; H 0.097; H 0.091; H 0.096; H 0.054; H 0.066; H 0.102; H 0.083; H 0.065; H 0.084; H 0.083